No. 1
{
  "formula": "C21H34Cl2GeIrNO3SSi3",
  "method": "ωB97M-V with the def2-TZVPD basis set",
  "elements": ["Ir", "Ge", "Cl", "Cl", "S", "Si", "Si", "Si", "O", "O", "O", "N", "C", "C", "C", "C", "C", "C", "C", "C", "C", "C", "C", "C", "C", "C", "C", "C", "C", "C", "C", "C", "C", "H", "H", "H", "H", "H", "H", "H", "H", "H", "H", "H", "H", "H", "H", "H", "H", "H", "H", "H", "H", "H", "H", "H", "H", "H", "H", "H", "H", "H", "H", "H", "H", "H", "H"],
  "xyz": [[-0.54520, 0.08750, 0.34370], [-2.12620, -1.64030, -0.16740], [3.25360, 2.37900, 1.99550], [6.56910, -0.82000, -0.76340], [-1.67950, 2.15660, 0.75380], [-1.64310, -4.14540, -0.03260], [-3.68080, -1.28970, -2.19530], [-3.38240, -1.33250, 2.25610], [1.27770, 0.38620, 1.35180], [0.15870, 1.49940, -1.35920], [0.43020, -1.96410, 0.18700], [0.33380, 2.70320, -0.88990], [-2.27130, -2.40120, 3.38530], [1.30740, 3.46660, -1.40920], [3.95270, -1.34500, -0.42960], [3.53110, 0.93830, 1.09140], [2.41520, 0.07690, 0.87200], [-0.28790, 4.48900, 0.55680], [-0.46450, 3.18370, 0.10120], [-4.68400, 0.18160, -1.50650], [-2.43790, -0.76530, -3.54450], [4.99510, -0.49220, -0.14980], [-3.55160, 0.43040, 2.94520], [0.68540, 5.29090, 0.00340], [2.66230, -1.09820, 0.06700], [-4.71370, -2.80290, -2.73200], [-0.46280, -4.60440, 1.40130], [-0.97640, -4.66780, -1.74850], [-3.37660, -4.88730, 0.31570], [1.62450, -2.00590, -0.24460], [4.78920, 0.66330, 0.61140], [-5.13220, -1.97010, 1.81850], [1.49960, 4.76150, -0.99740], [-5.21340, 0.70600, -2.29690], [-1.22820, -2.12110, 3.25660], [-1.71360, -0.05800, -3.14440], [-4.13810, 0.41040, 3.85980], [-2.36410, -3.46280, 3.18250], [-0.55140, -5.66810, -1.70620], [-0.08470, -3.71640, 1.89710], [5.61680, 1.32530, 0.81180], [1.90250, 2.97990, -2.16470], [1.86880, -2.80630, -0.95020], [-4.05260, 1.09380, 2.24780], [-1.89260, -1.62220, -3.93190], [-3.34640, -5.97110, 0.27430], [-1.76340, -4.68250, -2.49890], [-5.52560, -3.00420, -2.04170], [0.81480, 6.30220, 0.35350], [-5.14980, -2.62090, -3.70850], [-5.14120, -2.98350, 1.43860], [-2.58900, 0.87290, 3.17820], [-3.72300, -4.61510, 1.30820], [-0.96250, -5.22540, 2.14090], [-0.92990, 4.83900, 1.35220], [0.40030, -5.15540, 1.03600], [-4.00880, 0.88970, -1.02790], [-2.52580, -2.23930, 4.42880], [-2.93520, -0.28970, -4.38530], [-4.10490, -3.69730, -2.81330], [-5.58820, -1.33350, 1.06720], [-5.76240, -1.93740, 2.70090], [2.28350, 5.33870, -1.45930], [4.12520, -2.23180, -1.01870], [-5.42190, -0.13070, -0.77470], [-4.11640, -4.55400, -0.40510], [-0.19880, -3.98870, -2.09020]],
  "forces_ev_per_angstrom": [[-0.8331, 1.1413, -0.1877], [-1.3804, -1.1503, -0.6043], [-0.0232, 0.1161, 0.0469], [0.2631, -0.0525, -0.0738], [0.5160, -1.8619, -0.0398], [-0.2874, 0.3435, 0.2311], [0.6457, 0.5301, 0.4087], [0.4964, 0.4702, 0.5825], [-0.6316, 0.4170, 0.3289], [-0.2538, -2.4223, 0.4807], [0.9945, 0.8630, -0.9479], [-0.1926, 1.3325, 1.1380], [-0.5696, 0.3636, -0.5043], [0.2822, 0.1311, -0.2500], [0.6412, 0.2257, 0.0201], [0.1545, -0.0615, 0.0824], [0.5667, -0.4392, -0.6423], [0.0282, -0.0955, -0.1744], [0.2476, 0.1440, -0.2788], [0.2626, -0.5019, -0.5036], [-0.4701, -0.1617, 0.5065], [-0.4803, -0.5618, -0.2979], [0.2272, -0.6298, -0.4338], [0.0229, -0.2184, -0.1506], [-0.3109, 0.8006, 0.4102], [0.4762, 0.5952, 0.4533], [-0.3085, 0.2208, -0.5375], [-0.2671, 0.2634, 0.6707], [0.7283, 0.2933, -0.2362], [-0.6370, 0.4251, 0.3706], [-0.5633, -0.1541, 0.0970], [0.9723, 0.0645, -0.3099], [-0.1328, 0.0154, 0.0863], [-0.1186, 0.0983, -0.1697], [0.0446, 0.0902, -0.0685], [0.0439, 0.0946, 0.0917], [-0.1638, -0.1457, 0.1669], [-0.0258, -0.1511, -0.0913], [0.0480, -0.1408, 0.0926], [-0.0036, 0.0702, 0.0686], [0.0153, 0.1248, 0.0302], [0.0118, -0.0567, -0.0504], [0.0653, -0.3141, 0.2557], [-0.1440, 0.0657, -0.1707], [0.0542, -0.1687, -0.0004], [0.0817, -0.2625, -0.0358], [-0.1247, 0.0749, -0.0438], [-0.1354, -0.0249, 0.1749], [0.0671, 0.0946, 0.0075], [-0.0641, 0.1635, -0.2257], [0.0295, -0.2095, -0.0538], [0.1942, -0.0219, 0.0605], [0.0269, 0.0454, 0.1763], [-0.1085, -0.0790, 0.0289], [0.0052, -0.0048, 0.0075], [0.0935, -0.1094, -0.1302], [0.1078, 0.0421, -0.0036], [-0.1729, 0.0869, 0.1877], [-0.1679, 0.0665, -0.1256], [0.1581, -0.1319, 0.0005], [-0.0360, 0.1745, -0.0712], [0.0166, 0.0890, 0.3510], [0.0700, 0.0441, 0.0014], [0.0785, -0.1038, -0.1232], [-0.1079, -0.1195, 0.1074], [-0.1239, 0.0878, -0.1539], [0.1011, 0.0857, -0.0331]],
  "e_tot_ev": -148822.1374,
  "homo_ev": [-10.35, -10.55],
  "charge": 1,
  "lumo_ev": [-5.037, -5.080],
  "spin_multiplicity": 2
}

***

No. 2
{
  "formula": "C21H34ClF3MgN3O4",
  "method": "ωB97M-V with the def2-TZVPD basis set",
  "elements": ["Cl", "Mg", "F", "F", "F", "O", "O", "O", "O", "N", "N", "N", "C", "C", "C", "C", "C", "C", "C", "C", "C", "C", "C", "C", "C", "C", "C", "C", "C", "C", "C", "C", "C", "H", "H", "H", "H", "H", "H", "H", "H", "H", "H", "H", "H", "H", "H", "H", "H", "H", "H", "H", "H", "H", "H", "H", "H", "H", "H", "H", "H", "H", "H", "H", "H", "H", "H"],
  "xyz": [[-3.54874, 0.15034, 1.81000], [-1.51115, -1.06842, 1.08498], [0.82465, 3.23234, 0.71964], [-1.19315, 3.12732, 1.49988], [0.49695, 2.52490, 2.73298], [-0.43965, -2.60742, 0.59248], [1.50328, -0.46883, 0.90093], [-0.57131, -0.72145, 2.82764], [1.74027, 0.31244, -2.46094], [-1.03683, 0.00485, 4.90862], [0.52878, -4.48557, -0.25436], [3.05425, 1.03460, 0.05676], [0.44576, 3.02088, -2.61016], [-1.94782, 0.75751, 5.74236], [-3.72564, 0.96111, -1.37126], [-1.06708, 0.14672, 3.59433], [2.42782, -0.19729, 0.12477], [0.61411, 4.13022, -3.41989], [-0.58893, 1.80602, -4.49614], [0.67674, 0.54882, -2.95953], [-0.38389, -1.16151, 5.49570], [0.16689, 4.05582, -4.75624], [1.58383, -5.15788, -1.00175], [-2.02267, -1.50096, -1.48024], [-0.49211, 2.92720, -5.29591], [3.52055, 1.66227, 1.27863], [3.72668, 1.49298, -1.13575], [0.47219, -3.16006, -0.08843], [-0.00420, 2.49998, 1.47340], [-0.44465, -5.36062, 0.37168], [0.07373, 1.82391, -3.26236], [-2.32673, 0.92692, -0.94004], [-1.85866, -0.27933, -0.69118], [2.92754, -0.92917, -0.52103], [0.13113, -0.82525, 6.39965], [1.14195, 5.01459, -3.04472], [-1.80997, 1.89928, -0.92267], [-4.25996, 1.46839, -0.60231], [-4.10569, -0.05251, -1.37274], [-0.09893, -0.30620, -2.91966], [0.02780, -5.91165, 1.19062], [-1.03309, 0.87037, -4.81926], [-2.21137, 1.67646, 5.21532], [-1.12868, -2.10249, -1.67306], [-1.12289, -1.92180, 5.79225], [-2.85968, 0.18088, 5.94349], [3.36684, 2.49678, -1.40763], [3.47809, 0.82934, -1.95594], [-3.95597, 1.41724, -2.33132], [2.22849, -4.41744, -1.48540], [4.59346, 1.43190, 1.42594], [-2.53180, -1.40030, -2.43368], [-0.79990, -6.08446, -0.36671], [-1.43378, 0.97960, 6.67753], [-1.59548, 1.02951, 3.19850], [0.33331, -1.60029, 4.79417], [2.19305, -5.78879, -0.33610], [3.40993, 2.75647, 1.20481], [-0.85218, 2.88067, -6.33005], [1.15101, -5.81824, -1.76856], [-1.27334, -4.77124, 0.75363], [1.27788, -2.61777, -0.61954], [0.65961, 3.05963, -1.55077], [2.95273, 1.28632, 2.13255], [-2.64744, -2.10069, -0.81573], [4.81749, 1.48887, -1.02109], [0.33661, 4.90418, -5.42111]],
  "forces_ev_per_angstrom": [[-0.3362, -0.8794, 0.6844], [0.8953, 1.9040, 1.5567], [1.4325, 2.6501, -0.7013], [-1.0818, 2.2685, 0.6589], [0.7361, 1.4711, 2.1206], [2.4349, -2.2963, -1.1882], [2.4167, -0.0811, -1.4005], [-0.6167, 0.6517, 1.0354], [0.7828, 0.1532, -0.7619], [0.2735, -0.6007, 0.4531], [0.0553, -0.3748, -0.1098], [0.1946, -0.2370, 0.3942], [0.5286, -0.2509, -0.8373], [0.2391, 0.0619, -0.1451], [-0.7069, -0.0123, -1.5017], [0.1227, -0.6849, -1.6790], [-1.1643, 0.7418, 1.6343], [-0.6876, -0.0522, -0.6421], [0.7385, 0.0813, 0.3454], [-3.5487, -2.5647, 2.7929], [-0.1782, 0.1889, 0.1643], [-0.0185, 0.0434, -0.6510], [0.0116, 0.1248, 0.0424], [-2.1278, -0.3656, 0.2149], [0.1098, 0.8998, 0.3584], [-0.3356, 0.3344, 0.1171], [0.3389, -0.5357, -0.0822], [-1.7138, 1.0604, 1.1557], [-1.0978, -6.1069, -1.9375], [0.0791, -0.0867, 0.0071], [0.1005, 0.8587, -0.2890], [-0.1566, 0.3055, -1.8006], [4.2203, 0.7816, -1.0835], [-0.4595, -0.3035, -0.5824], [0.0585, -0.1166, -0.0309], [-0.5592, -0.2157, -0.1332], [-0.1745, -0.4276, 1.5502], [-0.6597, 0.5693, 0.6019], [-0.3353, -0.2243, -0.1395], [0.7951, 0.6699, -1.0338], [-0.0800, 0.0237, 0.0177], [0.2066, 0.0131, -0.1958], [-0.0200, -0.0634, 0.1839], [0.2178, 0.3594, 0.1389], [0.1171, 0.1143, -0.1471], [0.1140, 0.0899, 0.0153], [0.1849, -0.1947, 0.1279], [0.2987, 0.2618, 0.1256], [-0.1048, 0.4225, -0.3614], [-0.1232, -0.1422, 0.0996], [-0.1728, 0.0508, -0.0471], [-0.4828, 0.0555, -0.5894], [-0.0539, 0.0858, 0.0569], [-0.1773, 0.1949, 0.0942], [0.3634, -0.2952, 0.1441], [-0.2983, 0.2560, 0.1242], [-0.1293, 0.2345, -0.1007], [-0.1042, -0.3902, 0.1796], [0.0727, 0.3593, 0.4681], [0.0477, 0.2880, 0.1576], [0.0573, -0.0296, -0.0351], [-0.4827, 0.1723, 0.4121], [0.4443, -0.3733, 0.0791], [-0.0580, 0.2207, -0.1945], [-0.4966, -1.2692, -0.3135], [0.0897, 0.2737, 0.1998], [-0.0356, -0.1213, 0.2026]],
  "e_tot_ev": -61105.4678,
  "homo_ev": -1.41,
  "charge": -1,
  "lumo_ev": 2.111,
  "e_above_lowest_kcal_mol": 0.00
}